DFT (wB97M-V/def2-TZVPD) results for a molecular structure, C17H20F5O16Sr in a non-equilibrium geometry.

XYZ file:
```
59
Properties=species:S:1:pos:R:3
Sr 4.30358 -3.13477 -0.49275
C 1.45725 -0.94188 2.06975
C 1.70084 -2.42576 1.60533
O 2.95202 -2.88492 1.09677
H 0.39448 -0.96308 2.34470
H 1.46974 -0.10014 1.36196
H 1.92676 -0.54259 3.00112
H 0.89858 -2.54782 0.81515
H 1.53775 -3.07633 2.54307
C 0.04300 1.46422 6.56473
C -0.60639 0.17913 6.10186
O 0.44229 -0.68478 5.93082
C 1.59825 0.02966 5.77602
O 2.61379 -0.36153 5.37125
O 1.33999 1.38461 6.02186
F -1.30682 0.39928 4.95923
H 0.11408 1.57556 7.61057
H -0.46042 2.32657 6.16895
H -1.32713 -0.34461 6.75835
C -4.39733 -0.31521 -0.73813
C -4.17741 0.82852 0.19636
O -2.78286 1.20808 -0.12343
C -2.17227 0.21582 -0.80838
O -1.00479 0.24986 -1.06774
O -3.12212 -0.71041 -1.21832
F -4.13412 0.45096 1.52078
H -5.05609 -0.02534 -1.57831
H -4.87718 -1.21583 -0.26974
H -4.93279 1.67205 0.11153
C 2.07920 1.19292 -3.57930
C 2.99190 1.59114 -2.40325
O 3.54962 0.37938 -1.90229
C 2.90463 -0.58998 -2.51350
O 3.14593 -1.78873 -2.31245
O 2.05679 -0.25828 -3.39393
F 2.27568 2.07896 -1.34834
H 2.43573 1.52099 -4.59876
H 1.06219 1.59895 -3.43776
H 3.78365 2.28822 -2.58872
C -1.14869 3.87210 1.12829
C 0.25409 4.33353 0.86435
O 0.39574 4.25948 -0.57065
C -0.79218 3.86970 -1.11812
O -0.94760 3.61252 -2.22792
O -1.78043 3.85796 -0.18760
F 1.18139 3.51322 1.40039
H -1.71521 4.60117 1.66998
H -1.20184 2.89500 1.61116
H 0.45839 5.30939 1.19337
C -0.99346 -3.98791 -4.02376
C -0.31098 -4.93704 -4.96012
O 0.72821 -4.12756 -5.44418
C 0.52453 -2.80741 -5.13969
O 1.13964 -1.96127 -5.67086
O -0.43138 -2.67735 -4.21813
F -1.14945 -5.21305 -6.00066
H -0.90183 -4.21507 -2.99116
H -2.06849 -4.00014 -4.27652
H 0.03961 -5.92019 -4.59324
```

Values from the calculation:
Orbital gap in eV: 7.78
Strongest force on any atom in eV Å⁻¹: 3.78
Net charge: +1
E_HOMO in eV: -11.57

Charge distribution, Mulliken scheme, values in e: Sr 2.024; C -0.548; C -0.242; O -1.055; H 0.263; H 0.224; H 0.091; H 0.137; H 0.184; C -0.452; C 0.350; O -0.289; C 0.625; O -0.448; O -0.340; F -0.263; H 0.295; H 0.279; H 0.244; C -0.418; C 0.304; O -0.208; C 0.419; O -0.371; O -0.332; F -0.293; H 0.291; H 0.278; H 0.262; C -0.247; C 0.163; O -0.343; C 0.588; O -0.706; O -0.128; F -0.240; H 0.302; H 0.217; H 0.269; C -0.310; C 0.325; O -0.297; C 0.664; O -0.482; O -0.303; F -0.252; H 0.343; H 0.198; H 0.209; C -0.386; C 0.350; O -0.338; C 0.598; O -0.489; O -0.249; F -0.292; H 0.318; H 0.250; H 0.253

DFT (wB97M-V/def2-TZVPD) results for a molecular structure, C56H54AsN4O2P2STi in a non-equilibrium geometry.

XYZ file:
```
121
Properties=species:S:1:pos:R:3
Ti 0.53278 -0.28346 0.06605
C 2.58672 -4.21092 0.81452
O 3.51736 -3.12667 0.75626
C 2.79100 -2.02506 0.56300
N 1.49892 -2.15176 0.42926
C 1.27308 -3.61998 0.27677
C 0.10023 -4.31101 0.91787
C -0.08573 -4.31087 2.29439
C -1.08113 -5.08446 2.86946
C -1.89702 -5.87597 2.07631
C -1.71909 -5.88187 0.70091
C -0.72435 -5.10780 0.12805
C 3.39481 -0.74973 0.36033
C 4.73309 -0.41291 0.39925
C 5.11412 0.87285 0.00128
C 4.15225 1.78038 -0.43463
C 2.81873 1.39489 -0.41957
N 2.44223 0.14304 -0.02565
C 1.67416 2.16944 -0.77081
N 0.46455 1.71547 -0.56765
C -0.47514 2.78409 -0.96039
C 0.46209 3.92084 -1.43014
O 1.79101 3.38814 -1.30669
C -1.48925 3.18158 0.10176
C -2.03394 2.22748 0.95443
C -3.07393 2.55088 1.81181
C -3.57683 3.84073 1.84310
C -3.03924 4.80170 1.00007
C -2.01257 4.47175 0.12690
H 2.48435 -4.53460 1.85220
H 2.96618 -5.03022 0.21047
H 1.21857 -3.80056 -0.80373
H 0.55819 -3.71233 2.93048
H -1.21914 -5.06984 3.94298
H -2.66650 -6.49048 2.52524
H -2.35275 -6.49369 0.07108
H -0.57264 -5.14186 -0.94551
H 5.45788 -1.14845 0.72113
H 6.15571 1.16039 0.03056
H 4.41388 2.77682 -0.76577
H -1.06856 2.42279 -1.80553
H 0.39051 4.81025 -0.80680
H 0.30096 4.19234 -2.47250
H -1.68511 1.20642 0.91379
H -3.50685 1.77665 2.43497
H -4.39806 4.09506 2.50095
H -3.43148 5.81061 1.00830
H -1.64730 5.23027 -0.55493
C -0.46846 -0.26246 3.36142
P 0.86152 0.66124 2.46821
C 2.37996 0.15979 3.36921
C 2.62068 -1.20951 3.50680
C 3.78555 -1.67020 4.09580
C 4.72563 -0.76640 4.57127
C 4.48914 0.59375 4.45615
C 3.32593 1.05806 3.85607
C 0.71277 2.43259 2.89701
C 1.58013 3.30492 2.23274
C 1.54858 4.66671 2.47968
C 0.63770 5.18368 3.38988
C -0.22790 4.32758 4.05121
C -0.19165 2.96186 3.80833
C -1.32765 -0.98615 2.36024
C -2.52187 -1.63342 2.55184
C -2.91081 -2.16908 1.29482
C -1.93693 -1.82340 0.39268
C -1.87263 -1.94413 -1.10152
P -2.17042 -0.17372 -1.63799
C -2.23989 -0.14548 -3.48160
C -1.23874 0.57872 -4.13003
C -1.23287 0.72256 -5.50939
C -2.24894 0.15630 -6.26531
C -3.26248 -0.54779 -5.63205
C -3.26070 -0.69675 -4.25262
C -3.96820 -0.07830 -1.22197
C -4.47770 1.14144 -0.78463
C -5.79746 1.26083 -0.37262
C -6.63978 0.16270 -0.41346
C -6.15812 -1.04819 -0.89037
C -4.83618 -1.16933 -1.28502
N -0.96957 -1.06602 1.02989
H -1.07666 0.42257 3.94991
H 0.00850 -0.95497 4.05781
H 1.87723 -1.91571 3.15535
H 3.96075 -2.73498 4.18574
H 5.63386 -1.12512 5.03774
H 5.20769 1.30302 4.84654
H 3.15861 2.12181 3.78035
H 2.29694 2.90472 1.52450
H 2.23383 5.32680 1.96236
H 0.60660 6.24730 3.58612
H -0.94347 4.72209 4.76103
H -0.88406 2.32643 4.34090
H -3.06070 -1.72974 3.48242
H -3.79985 -2.74471 1.09352
H -2.59801 -2.64694 -1.49857
H -0.88378 -2.25837 -1.43861
H -0.45553 1.03923 -3.53930
H -0.44775 1.29208 -5.99402
H -2.26072 0.28081 -7.34042
H -4.07016 -0.96892 -6.21695
H -4.06966 -1.23927 -3.78370
H -3.83638 2.01250 -0.77140
H -6.16326 2.21309 -0.00914
H -7.66647 0.24444 -0.08127
H -6.81030 -1.91068 -0.94925
H -4.49828 -2.13173 -1.64358
C 2.29020 -1.29469 -5.57858
As 2.61465 -0.57540 -3.80684
C 4.38513 -1.20534 -3.33541
C 2.74763 1.34069 -4.09049
S 1.12104 -1.28613 -2.51309
H 2.81942 -0.69622 -6.31927
H 1.22147 -1.27947 -5.78222
H 2.64461 -2.32291 -5.61494
H 5.11639 -0.77503 -4.01979
H 4.38824 -2.28983 -3.42577
H 4.62805 -0.92745 -2.31195
H 3.29923 1.50675 -5.01531
H 3.26963 1.80971 -3.26275
H 1.74997 1.76677 -4.17997
```

Values from the calculation:
Multiplicity: 3
Orbital gap (alpha / beta) in eV: 5.58 / 6.71
Strongest force on any atom in eV Å⁻¹: 1.64
Net charge: +1
ΔE to the lowest compared entry with this formula, charge and spin in kJ/mol: 116.0
E_HOMO (alpha / beta) in eV: -8.30 / -9.36

Results of the Mulliken charge analysis, in e, for atoms 1 through 99: Ti -1.004; C -0.564; O -0.520; C -0.203; N 0.834; C -0.493; C 0.560; C 0.196; C -0.932; C -0.605; C -0.837; C -0.351; C -0.526; C -0.086; C -1.760; C -0.254; C -1.100; N 1.355; C 0.122; N 1.746; C -0.317; C -0.767; O -0.522; C 0.990; C 0.623; C -1.057; C -1.156; C -1.208; C -0.407; H 0.417; H 0.315; H 0.652; H 0.125; H 0.464; H 0.424; H 0.435; H 0.432; H 0.617; H 0.507; H 0.715; H 0.110; H 0.487; H 0.261; H 0.201; H 0.579; H 0.531; H 0.423; H 0.439; C -1.696; P 3.229; C 0.505; C 0.310; C -0.497; C -0.866; C -0.843; C -0.811; C 0.389; C -0.380; C -0.752; C -0.947; C -0.561; C -0.955; C 0.001; C -1.540; C -0.965; C 0.376; C -1.941; P 1.526; C 0.639; C 0.294; C -1.011; C -0.677; C -0.900; C -0.488; C 0.688; C -0.760; C -0.533; C -0.771; C -0.891; C -0.591; N 1.308; H 0.645; H 0.542; H -0.477; H 0.489; H 0.401; H 0.469; H 0.424; H 0.420; H 0.498; H 0.402; H 0.450; H 0.280; H 0.629; H 0.679; H 0.957; H 0.079; H -0.159; H 0.471

DFT (wB97M-V/def2-TZVPD) results for 2 unconnected molecules or ions with the total composition C25H34N3O3 in a non-equilibrium geometry.

XYZ file:
```
65
Properties=species:S:1:pos:R:3
C 6.80432 2.43382 0.16379
C 5.87448 1.22101 0.13818
N 5.06846 1.21645 -1.09126
C 3.78068 0.58860 -1.09875
C 3.60337 -0.69858 -0.56208
C 2.36906 -1.28104 -0.49230
C 1.21188 -0.59587 -0.92822
C -0.06053 -1.23199 -0.88003
C -1.33839 -0.60517 -0.86104
C -1.52575 0.70220 -0.35339
C -2.76772 1.27648 -0.31421
C -3.89996 0.59526 -0.79293
N -5.17539 1.24009 -0.87023
C -5.71681 1.96714 0.29050
C -7.21308 2.23130 0.12377
O -7.49049 2.91867 -1.08690
C -7.05166 2.17943 -2.21862
C -5.55846 1.85935 -2.15604
C -3.72279 -0.70668 -1.29288
C -2.49031 -1.29821 -1.31117
C 1.39723 0.69695 -1.47812
C 2.64098 1.26374 -1.57104
C 5.90684 1.34058 -2.30214
C 6.86728 2.52611 -2.19001
O 7.62943 2.48019 -0.99155
H 6.22962 3.36674 0.19846
H 7.46545 2.42344 1.03980
H 6.45618 0.29706 0.17897
H 5.19809 1.21753 0.99989
H 4.46755 -1.23427 -0.20882
H 2.26534 -2.26628 -0.06798
H -0.06000 -2.30958 -0.86991
H -0.67498 1.22862 0.04843
H -2.89087 2.28370 0.04732
H -5.51701 1.37561 1.18858
H -5.17895 2.90956 0.39465
H -7.78646 1.29619 0.10755
H -7.60750 2.84149 0.94447
H -7.65522 1.26546 -2.27186
H -7.29198 2.77429 -3.10812
H -4.97250 2.77386 -2.27729
H -5.26412 1.17826 -2.96312
H -4.58017 -1.23141 -1.67462
H -2.38083 -2.28782 -1.72276
H 0.53963 1.20983 -1.87492
H 2.76201 2.25226 -1.98005
H 6.47570 0.41410 -2.41475
H 5.25934 1.42697 -3.17878
H 7.58337 2.54669 -3.02115
H 6.32510 3.47791 -2.20466
C -1.02060 -3.99191 4.04307
C -1.12298 -3.29696 2.68426
N 0.02315 -2.40457 2.49731
C 1.30656 -3.08246 2.68749
C 1.32590 -3.78490 4.04484
O 0.22181 -4.66808 4.18198
H -1.10164 -3.26953 4.86427
H -1.81517 -4.73647 4.18123
H -1.13487 -4.04982 1.88701
H -2.05631 -2.72531 2.60583
H -0.02664 -1.92345 1.58865
H 1.45128 -3.82082 1.89052
H 2.12344 -2.35504 2.61068
H 2.23706 -4.37963 4.18341
H 1.27956 -3.06113 4.86674
```

Values from the calculation:
Orbital gap in eV: 5.58
Strongest force on any atom in eV Å⁻¹: 1.40
Net charge: +1
ΔE to the lowest compared entry with this formula, charge and spin in kJ/mol: 211.7
E_HOMO in eV: -11.18

Charge distribution, Mulliken scheme, values in e: C -0.729; C -0.531; N 0.376; C -0.315; C -0.289; C -0.906; C 0.749; C -0.744; C 0.796; C -0.990; C -0.470; C -0.117; N 0.253; C -0.429; C -0.738; O -0.372; C -0.650; C -0.434; C -0.474; C -0.804; C -0.596; C -0.530; C -0.530; C -0.593; O -0.372; H 0.353; H 0.334; H 0.341; H 0.430; H 0.473; H 0.522; H 0.543; H 0.673; H 0.414; H 0.413; H 0.318; H 0.370; H 0.340; H 0.349; H 0.331; H 0.272; H 0.424; H 0.529; H 0.488; H 0.661; H 0.514; H 0.267; H 0.434; H 0.330; H 0.335; C -0.652; C -0.406; N -0.395; C -0.283; C -0.653; O -0.389; H 0.356; H 0.326; H 0.289; H 0.398; H 0.079; H 0.269; H 0.342; H 0.336; H 0.368

DFT (wB97M-V/def2-TZVPD) results for a single C21H21N3O2 molecule in a non-equilibrium geometry.

XYZ file:
```
47
Properties=species:S:1:pos:R:3
C 1.85869 -3.52691 -2.81697
C 0.45497 -3.48973 -3.34021
C -0.05135 -4.46541 -4.26324
C -1.26711 -4.25069 -4.92084
C -1.61461 -5.05760 -6.02172
N -1.81431 -5.44672 -7.07018
C -1.93190 -3.07178 -4.76862
C -1.45711 -2.12264 -3.94225
C -0.28381 -2.28047 -3.22821
O 0.14649 -1.27605 -2.40221
C -0.71010 -1.03698 -1.24933
C -0.60061 -2.25269 -0.36304
C -0.29958 0.28785 -0.65846
O -1.15902 0.68998 0.47909
C -0.51744 0.86237 1.65737
C -0.51499 -0.13593 2.71045
C 0.11795 0.18410 3.91053
C 0.74080 1.45251 4.03631
C 0.63254 2.48592 3.08123
C 1.20184 3.85082 3.30612
C 2.43801 4.24755 3.70555
C 2.43342 5.64125 3.76460
N 1.24016 6.11019 3.51455
N 0.43852 5.01161 3.33840
C -0.98794 5.07937 3.50704
C -0.08115 2.15040 1.91667
H 1.88101 -3.85524 -1.79985
H 2.45513 -4.15536 -3.35281
H 2.26925 -2.58229 -2.77999
H 0.52265 -5.32510 -4.52253
H -2.79542 -2.90594 -5.47623
H -2.01075 -1.20348 -3.97403
H -1.74565 -1.07471 -1.54000
H 0.33873 -2.23653 0.27884
H -0.71908 -3.29226 -0.77518
H -1.46797 -2.10623 0.31473
H -0.38225 0.95130 -1.58656
H 0.76839 0.23674 -0.38485
H -0.98282 -1.10591 2.60338
H 0.33600 -0.59676 4.62162
H 1.27003 1.65423 4.92138
H 3.30527 3.59354 3.89110
H 3.34960 6.23441 3.84063
H -1.57733 4.74813 2.63546
H -1.33135 4.49612 4.36123
H -1.39603 6.06734 3.66929
H -0.49977 2.81764 1.17173
```

Values from the calculation:
Orbital gap in eV: 9.45
Strongest force on any atom in eV Å⁻¹: 2.88
ΔE to the lowest compared entry with this formula, charge and spin in kJ/mol: 449.5
E_HOMO in eV: -8.94

Charge distribution, Mulliken scheme, values in e: C -1.685; C 1.097; C -0.742; C 0.420; C -0.102; N -0.432; C -0.794; C -0.402; C 0.467; O -0.582; C 0.641; C -1.301; C -0.653; O -0.372; C 0.011; C -0.338; C -0.801; C -0.443; C 0.146; C -0.202; C -0.488; C -0.330; N -0.996; N 0.783; C -0.836; C 0.228; H 0.314; H 0.546; H 0.399; H 0.473; H 0.298; H 0.489; H 0.212; H 0.256; H 0.334; H 0.355; H 0.224; H 0.352; H 0.406; H 0.350; H 0.502; H 0.383; H 0.413; H 0.259; H 0.337; H 0.339; H 0.462